(1)
The following is a DFT calculation (ωB97M-V with the def2-TZVPD basis set) of a molecular structure, C28H21Cl2N6O2SSc.

Summary:
total charge = 0
gap between HOMO and LUMO = 7.4 eV
LUMO level = -0.462 eV

The geometry in XYZ format:
```
61
C28H21Cl2N6O2SSc (ωB97M-V with the def2-TZVPD basis set)
Sc 0.689 -0.486 -0.440
C 3.768 2.792 0.505
C 3.071 1.570 0.015
N 1.974 1.115 0.481
N 1.353 1.777 1.532
C 0.415 0.990 1.998
O 0.140 -0.187 1.548
C -0.418 1.511 3.121
C -0.344 2.841 3.524
C -1.148 3.297 4.556
C -2.025 2.427 5.195
C -2.098 1.100 4.797
C -1.298 0.643 3.759
C 3.657 0.738 -1.075
C 4.871 1.030 -1.672
C 5.360 0.160 -2.637
C 4.635 -0.971 -2.955
C 3.423 -1.184 -2.311
N 2.939 -0.339 -1.414
H 3.295 3.154 1.412
H 4.822 2.587 0.695
H 3.717 3.574 -0.257
H 0.342 3.508 3.020
H -1.093 4.332 4.867
H -2.650 2.786 6.003
H -2.777 0.421 5.297
H -1.343 -0.387 3.433
H 5.424 1.915 -1.391
H 6.304 0.365 -3.126
H 4.986 -1.683 -3.689
H 2.813 -2.055 -2.516
Cl 2.821 -5.003 -0.253
C 1.113 -4.727 -0.339
C 0.245 -5.842 -0.362
C -1.102 -5.673 -0.447
Cl -2.147 -7.065 -0.472
C -1.668 -4.372 -0.523
C -3.046 -4.087 -0.640
C -3.454 -2.788 -0.723
C -2.493 -1.759 -0.686
N -1.208 -1.986 -0.571
C -0.787 -3.282 -0.490
C 0.629 -3.443 -0.388
O 1.362 -2.357 -0.378
H 0.665 -6.837 -0.313
H -3.760 -4.899 -0.668
H -4.500 -2.533 -0.820
H -2.799 -0.723 -0.760
C -3.777 3.401 -2.937
C -2.802 2.581 -2.146
C -2.898 2.477 -0.756
C -1.958 1.691 -0.127
N -1.009 1.070 -0.821
C -0.984 1.208 -2.164
S 0.298 0.327 -2.929
N -1.864 1.949 -2.846
H -4.452 3.964 -2.295
H -4.366 2.746 -3.581
H -3.236 4.089 -3.585
H -3.667 2.993 -0.201
H -1.957 1.541 0.947
```

=====

(2)
The following is a DFT calculation (ωB97M-V with the def2-TZVPD basis set) of 12 unconnected molecules or ions with the total composition C28H21Cl44FNO.

Summary:
total charge = +1
gap between HOMO and LUMO = 7.2 eV
LUMO level = -4.237 eV

The geometry in XYZ format:
```
96
C28H21Cl44FNO (ωB97M-V with the def2-TZVPD basis set)
C 2.643 3.993 5.323
C 1.288 3.663 4.478
F 0.936 2.306 4.868
C 1.601 3.667 2.914
C 2.949 2.984 2.474
C 3.347 2.883 0.976
C 4.716 2.123 0.630
C 4.524 0.594 1.191
C 5.161 -0.526 0.225
O 6.201 -1.213 1.005
C 2.389 3.523 -0.064
C 1.092 4.170 0.456
N 0.754 4.201 1.879
C -0.569 4.826 2.207
C -1.688 3.708 1.819
C -1.437 2.221 2.275
C -2.430 1.048 1.919
C -3.693 1.393 1.088
C -3.917 2.869 0.648
C -2.953 4.049 0.993
H 3.392 4.619 4.735
H 3.140 2.986 5.605
H 2.342 4.471 6.321
H 0.520 4.431 4.820
H 3.638 2.550 3.266
H 4.950 2.157 -0.486
H 5.526 2.613 1.285
H 4.847 0.511 2.290
H 3.378 0.426 1.198
H 4.347 -1.324 0.023
H 5.572 -0.055 -0.728
H 5.806 -1.389 1.887
H 2.632 3.476 -1.189
H 0.378 4.635 -0.301
H -0.804 5.717 1.508
H -0.662 5.199 3.279
H -0.506 1.924 2.853
H -2.234 -0.028 2.256
H -4.386 0.523 0.813
H -4.846 3.161 0.008
H -3.155 5.116 0.614
C -0.954 -0.596 5.698
Cl 0.774 -0.492 6.105
Cl -1.324 -2.233 5.123
Cl -1.925 -0.230 7.140
Cl -1.339 0.570 4.408
C -2.198 -6.147 6.052
Cl -1.871 -7.883 6.228
Cl -3.874 -5.807 6.531
Cl -1.087 -5.227 7.089
Cl -1.959 -5.669 4.355
C 0.234 -3.621 1.365
Cl 0.587 -5.007 2.422
Cl 1.640 -3.287 0.332
Cl -1.174 -3.998 0.349
Cl -0.117 -2.189 2.354
C 1.150 -0.670 -3.161
Cl 2.629 -1.154 -4.018
Cl 0.102 0.253 -4.258
Cl 0.289 -2.119 -2.598
Cl 1.579 0.341 -1.761
C 1.203 -2.262 -7.607
Cl 0.631 -0.605 -7.929
Cl 0.574 -2.812 -6.038
Cl 0.627 -3.349 -8.888
Cl 2.979 -2.278 -7.572
C -7.837 1.727 -1.163
Cl -8.537 3.323 -1.500
Cl -7.642 0.832 -2.686
Cl -6.247 1.929 -0.387
Cl -8.915 0.823 -0.079
C 1.584 -9.266 4.259
Cl 0.983 -7.710 3.641
Cl 1.382 -9.320 6.023
Cl 0.663 -10.591 3.516
Cl 3.303 -9.441 3.857
C 3.799 2.414 -5.712
Cl 3.168 3.970 -6.294
Cl 3.604 2.320 -3.946
Cl 2.903 1.087 -6.478
Cl 5.522 2.282 -6.124
C -0.604 -1.149 -12.503
Cl 0.815 -1.013 -13.563
Cl -1.429 -2.692 -12.813
Cl -0.084 -1.087 -10.805
Cl -1.720 0.195 -12.831
C 4.386 -6.747 0.527
Cl 5.668 -5.641 1.070
Cl 2.853 -6.308 1.316
Cl 4.201 -6.617 -1.235
Cl 4.825 -8.414 0.951
C -11.722 5.473 -3.225
Cl -11.855 5.875 -1.499
Cl -13.158 6.068 -4.084
Cl -10.267 6.238 -3.901
Cl -11.606 3.711 -3.415
```

=====

(3)
The following is a DFT calculation (ωB97M-V with the def2-TZVPD basis set) of a molecular structure, C28H21F3HfN10O5S.

Summary:
total charge = 0
gap between HOMO and LUMO = 7.2 eV
relative energy (zero: lowest compared OMol25 entry of this formula, charge and spin) = 39.7 kJ/mol
LUMO level = -0.613 eV

The geometry in XYZ format:
```
69
C28H21F3HfN10O5S (ωB97M-V with the def2-TZVPD basis set)
Hf 0.554 0.699 0.125
O -0.753 3.437 -2.780
C -0.604 2.858 -1.716
N 0.527 2.452 -1.106
C 1.817 2.901 -1.445
C 2.174 3.612 -2.583
C 3.486 4.049 -2.725
C 4.433 3.786 -1.750
C 4.094 3.070 -0.607
C 2.788 2.620 -0.458
N 2.292 1.889 0.645
C 2.889 1.825 1.844
O 4.002 2.187 2.194
C 1.956 1.220 2.885
C 2.448 0.936 4.148
C 1.585 0.399 5.087
C 0.273 0.140 4.723
C -0.125 0.419 3.428
N 0.688 0.972 2.525
C -1.802 2.582 -0.836
C -3.066 2.997 -1.222
C -4.115 2.830 -0.335
C -3.859 2.259 0.902
C -2.571 1.844 1.189
N -1.557 1.994 0.340
H 1.431 3.819 -3.337
H 3.765 4.603 -3.612
H 5.449 4.139 -1.872
H 4.819 2.853 0.161
H 3.485 1.155 4.351
H 1.932 0.171 6.085
H -0.430 -0.298 5.416
H -1.116 0.148 3.089
H -3.181 3.449 -2.196
H -5.116 3.147 -0.598
H -4.641 2.128 1.637
H -2.352 1.370 2.133
N 4.752 0.014 -0.759
N 4.724 -1.401 -0.832
C 3.896 -2.149 -0.123
N 4.016 -3.484 -0.188
N 2.980 -1.445 0.581
N 1.961 -2.087 1.130
O 1.941 -3.283 1.397
O 0.980 -1.363 1.406
H 3.793 0.301 -0.551
H 4.891 0.329 -1.718
H 5.436 -1.825 -1.399
H 4.586 -3.900 -0.903
H 3.321 -4.032 0.293
O 2.942 -1.185 -3.346
S 1.604 -0.827 -2.870
N 1.533 -0.150 -1.560
F -6.539 -5.525 -2.468
C -6.614 -4.925 -1.262
F -6.628 -5.918 -0.348
F -7.811 -4.319 -1.199
C -5.473 -3.980 -1.038
C -4.179 -4.487 -1.088
C -3.104 -3.647 -0.886
C -3.305 -2.286 -0.630
C -4.610 -1.792 -0.584
C -5.690 -2.634 -0.787
C -2.189 -1.422 -0.415
C -1.237 -0.684 -0.231
H -4.018 -5.538 -1.285
H -2.094 -4.030 -0.919
H -4.767 -0.739 -0.393
H -6.698 -2.245 -0.751
```

=====

(4)
The following is a DFT calculation (ωB97M-V with the def2-TZVPD basis set) of 2 unconnected molecules or ions with the total composition C28H21F3O.

Summary:
total charge = 0
gap between HOMO and LUMO = 3.4 eV
relative energy (zero: lowest compared OMol25 entry of this formula, charge and spin) = 188.4 kJ/mol
LUMO level = -2.632 eV

The geometry in XYZ format:
```
53
C28H21F3O (ωB97M-V with the def2-TZVPD basis set)
C -2.591 -3.498 3.309
C -1.428 -3.211 4.037
C -0.298 -2.731 3.382
C -0.300 -2.620 1.975
C 0.859 -2.121 1.250
C 1.563 -1.028 1.778
C 2.710 -0.481 1.243
C 3.489 0.575 1.828
C 4.692 0.971 1.179
C 5.472 1.991 1.701
C 5.094 2.636 2.885
C 3.927 2.238 3.552
C 3.128 1.221 3.040
C 1.210 -2.748 -0.029
C 1.570 -1.984 -1.154
C 1.955 -2.602 -2.343
C 1.988 -3.998 -2.428
C 1.624 -4.770 -1.317
C 1.200 -4.156 -0.141
C -1.469 -2.935 1.248
C -2.618 -3.341 1.917
H -3.488 -3.828 3.836
H -1.405 -3.345 5.119
H 0.613 -2.481 3.938
H 1.151 -0.571 2.685
H 3.114 -0.918 0.329
H 4.975 0.456 0.260
H 6.392 2.276 1.188
H 5.729 3.420 3.303
H 3.657 2.722 4.491
H 2.216 0.914 3.560
H 1.531 -0.896 -1.088
H 2.247 -1.990 -3.201
H 2.306 -4.486 -3.352
H 1.670 -5.859 -1.368
H 0.898 -4.755 0.720
H -1.470 -2.824 0.158
H -3.526 -3.534 1.349
F -2.812 3.044 0.051
C -1.528 2.559 0.087
F -0.711 3.623 0.369
F -1.471 1.712 1.159
C -1.140 1.925 -1.204
C 0.231 1.396 -1.323
O 0.955 1.129 -0.343
C 0.630 1.154 -2.694
C -0.273 1.086 -3.730
C -1.609 1.420 -3.516
C -2.014 1.910 -2.266
H 1.692 0.947 -2.853
H 0.064 0.791 -4.722
H -2.343 1.350 -4.321
H -3.020 2.292 -2.133
```

=====

(5)
The following is a DFT calculation (ωB97M-V with the def2-TZVPD basis set) of a molecular structure, C28H21IN5Re.

Summary:
2S+1 = 2
total charge = +3
gap between HOMO and LUMO (spin up / spin down) = 6.1 / 6.1 eV
LUMO level (spin up / spin down) = -10.617 / -10.623 eV

The geometry in XYZ format:
```
56
C28H21IN5Re (ωB97M-V with the def2-TZVPD basis set)
Re -0.380 -0.273 0.159
C -2.639 -3.450 -2.200
C -1.832 -3.561 -3.322
C -0.585 -2.947 -3.316
C -0.193 -2.244 -2.193
N -0.990 -2.109 -1.107
C -2.189 -2.705 -1.123
C 1.148 -1.668 -2.000
C 2.265 -1.892 -2.784
C 3.508 -1.514 -2.292
C 3.626 -1.039 -0.989
C 2.475 -0.835 -0.255
N 1.264 -1.020 -0.824
C 2.381 -0.598 1.193
C 3.464 -0.494 2.043
C 3.241 -0.415 3.412
C 1.939 -0.444 3.888
C 0.897 -0.526 2.981
N 1.102 -0.602 1.657
H -3.609 -3.924 -2.155
H -2.162 -4.121 -4.186
H 0.067 -3.027 -4.174
H -2.809 -2.570 -0.246
H 2.182 -2.390 -3.739
H 4.395 -1.670 -2.891
H 4.601 -0.870 -0.555
H 4.471 -0.488 1.652
H 4.075 -0.338 4.096
H 1.724 -0.388 4.945
H -0.131 -0.493 3.311
I -2.268 0.598 -1.635
C -1.519 2.515 -1.600
C -2.023 3.463 -2.460
C -1.523 4.767 -2.408
C -0.564 5.071 -1.480
C -0.069 4.095 -0.585
C 0.871 4.471 0.392
C 1.332 3.554 1.308
C 0.906 2.239 1.239
C -0.004 1.728 0.272
C -0.532 2.747 -0.636
H -2.798 3.210 -3.173
H -1.903 5.518 -3.085
H -0.175 6.079 -1.410
H 1.210 5.499 0.426
H 2.026 3.857 2.080
H 1.305 1.591 2.000
N -2.945 -2.146 2.969
C -3.704 -1.024 2.762
C -3.033 -0.279 1.847
N -1.864 -0.947 1.506
C -1.846 -2.073 2.214
H -3.177 -2.910 3.589
H -4.637 -0.852 3.271
H -3.294 0.676 1.428
H -1.080 -2.831 2.183
```

=====

(6)
The following is a DFT calculation (ωB97M-V with the def2-TZVPD basis set) of a molecular structure, C28H21IPRuS3.

Summary:
2S+1 = 2
total charge = 0
gap between HOMO and LUMO (spin up / spin down) = 5.1 / 5.4 eV
LUMO level (spin up / spin down) = -1.407 / -1.146 eV

The geometry in XYZ format:
```
55
C28H21IPRuS3 (ωB97M-V with the def2-TZVPD basis set)
Ru -0.063 0.656 2.165
C 0.229 -0.239 4.380
C -0.625 -1.276 3.949
C 0.073 -2.057 3.009
C 1.359 -1.501 2.842
C 1.467 -0.373 3.690
H 0.041 0.439 5.198
H -1.622 -1.467 4.315
H -0.295 -2.946 2.528
H 2.159 -1.921 2.253
H 2.376 0.175 3.910
S -0.998 2.874 3.614
C 0.476 2.823 2.728
S 0.396 2.962 1.002
S 1.969 3.002 3.510
I -2.855 0.284 1.551
C -2.440 1.913 0.202
C -3.096 3.081 0.483
C -3.023 4.156 -0.412
C -2.421 3.977 -1.624
C -1.804 2.751 -1.955
C -1.348 2.518 -3.270
C -0.729 1.346 -3.603
C -0.403 0.441 -2.590
C -0.828 0.618 -1.292
P 0.016 -0.447 -0.046
C -0.542 -2.083 -0.587
C -1.818 -2.242 -1.125
C -2.231 -3.482 -1.572
C -1.387 -4.576 -1.465
C -0.137 -4.433 -0.878
C 0.289 -3.193 -0.436
C 1.758 -0.364 -0.595
C 2.580 0.501 0.124
C 3.894 0.711 -0.242
C 4.416 0.047 -1.339
C 3.623 -0.856 -2.030
C 2.310 -1.076 -1.657
C -1.679 1.718 -0.975
H -3.678 3.172 1.388
H -3.488 5.094 -0.152
H -2.432 4.768 -2.361
H -1.526 3.279 -4.016
H -0.441 1.129 -4.621
H 0.212 -0.413 -2.829
H -2.482 -1.394 -1.208
H -3.217 -3.589 -2.000
H -1.698 -5.541 -1.838
H 0.511 -5.293 -0.777
H 1.267 -3.072 0.011
H 2.190 1.011 1.003
H 4.502 1.391 0.335
H 5.440 0.207 -1.639
H 4.025 -1.390 -2.879
H 1.726 -1.820 -2.181
```

=====

(7)
The following is a DFT calculation (ωB97M-V with the def2-TZVPD basis set) of a molecular structure, C28H21N3O5PdS2.

Summary:
2S+1 = 5
total charge = 0
gap between HOMO and LUMO (spin up / spin down) = 6.8 / 4.0 eV
relative energy (zero: lowest compared OMol25 entry of this formula, charge and spin) = 0.0 kJ/mol
LUMO level (spin up / spin down) = -0.147 / -3.942 eV

The geometry in XYZ format:
```
60
C28H21N3O5PdS2 (ωB97M-V with the def2-TZVPD basis set)
Pd 16.915 -12.506 -5.408
S 16.258 -14.736 -5.681
C 17.288 -15.551 -4.557
C 16.878 -16.824 -4.158
C 17.538 -17.493 -3.138
C 18.510 -16.854 -2.424
C 18.958 -15.583 -2.783
C 18.464 -14.918 -3.923
S 19.193 -13.387 -4.354
H 15.962 -17.223 -4.597
H 17.276 -18.495 -2.814
H 18.974 -17.407 -1.621
H 19.661 -15.049 -2.128
N 17.701 -12.195 -7.612
C 18.725 -12.650 -7.980
N 19.850 -13.147 -8.477
C 20.731 -14.014 -7.719
C 22.200 -13.832 -8.128
O 22.390 -13.870 -9.555
C 21.572 -12.870 -10.192
C 20.076 -13.088 -9.895
H 20.462 -15.046 -7.949
H 20.569 -13.862 -6.668
H 22.751 -14.654 -7.687
H 22.543 -12.898 -7.710
H 21.749 -12.913 -11.274
H 21.922 -11.890 -9.856
H 19.774 -14.030 -10.352
H 19.437 -12.306 -10.298
O 17.475 -8.683 -4.083
C 17.219 -9.883 -4.054
O 17.168 -10.525 -5.188
C 17.048 -10.462 -2.674
C 16.935 -9.449 -1.669
C 16.595 -9.765 -0.341
C 16.507 -11.120 -0.032
O 16.080 -11.671 1.153
C 15.890 -13.054 0.841
O 16.270 -13.332 -0.511
C 16.642 -12.106 -1.035
C 16.917 -11.797 -2.339
H 17.098 -8.408 -1.955
H 16.440 -8.986 0.401
H 14.816 -13.286 0.958
H 16.588 -13.613 1.490
H 16.935 -12.566 -3.118
N 8.382 -11.663 -0.581
C 9.273 -11.820 -1.329
C 10.412 -11.942 -2.167
C 10.420 -12.702 -3.353
C 11.566 -12.783 -4.115
C 12.788 -12.172 -3.717
C 12.726 -11.349 -2.545
C 11.555 -11.232 -1.782
C 13.978 -12.258 -4.543
C 14.967 -12.528 -5.224
H 9.483 -13.136 -3.679
H 11.580 -13.339 -5.035
H 13.613 -10.803 -2.237
H 11.482 -10.605 -0.921
```

=====

Number 3 is which compound?
C28H21F3HfN10O5S